{
  "formula": "C3H5N3",
  "method": "the ωB97M-V functional and the def2-TZVPD basis",
  "species": ["N", "C", "N", "N", "C", "C", "H", "H", "H", "H", "H"],
  "positions_angstrom": [[-1.96484, -0.39231, 0.27499], [-0.68007, -0.01457, -0.04226], [0.03543, -1.12682, -0.12401], [1.29987, -0.74461, 0.02559], [1.40485, 0.59796, 0.01638], [0.13639, 1.13507, -0.04096], [-2.74640, 0.10209, -0.15007], [-1.71074, -1.39053, 0.20127], [1.99833, -1.41383, -0.23726], [2.36570, 1.06771, 0.08484], [-0.13851, 2.17984, -0.00850]],
  "atomic_forces_ev_per_a": [[-0.213, 0.754, 0.056], [0.334, -0.409, 0.109], [0.527, -0.084, 0.209], [0.668, 0.295, -0.667], [0.258, 0.299, -0.092], [0.128, -0.074, 0.291], [0.239, -0.842, -0.078], [-2.479, 0.008, -0.011], [0.334, 0.098, 0.171], [0.175, 0.180, -0.065], [0.029, -0.225, 0.076]],
  "lowdin_charge": [0.08, -0.45, 0.02, -0.04, -0.12, -0.02, 0.09, 0.09, 0.14, 0.11, 0.09],
  "spin_multiplicity": 1,
  "relative_energy_kcal_mol": 31.6,
  "total_energy_ev": -7661.085,
  "charge": 0,
  "fmax_ev_per_a": 2.479
}